Entry 1:
{
  "formula": "C24H25AgN4O3SSi",
  "method": "ωB97M-V/def2-TZVPD",
  "lumo_energy_ev": [-0.55, -0.75],
  "charge": 0,
  "elements": ["Ag", "C", "C", "O", "C", "C", "C", "C", "C", "C", "O", "H", "H", "H", "H", "H", "H", "H", "C", "C", "C", "C", "C", "C", "Si", "C", "C", "C", "C", "C", "C", "H", "H", "H", "H", "H", "H", "H", "H", "H", "H", "H", "O", "N", "C", "C", "C", "N", "N", "C", "N", "S", "H", "H", "H", "H", "H", "H", "H"],
  "xyz": [[0.493, 1.475, 0.208], [2.355, 5.716, 0.492], [1.194, 4.748, 0.605], [1.416, 3.636, 1.045], [-0.151, 5.188, 0.183], [-0.395, 6.560, 0.000], [-1.633, 7.048, -0.350], [-2.678, 6.137, -0.552], [-2.469, 4.783, -0.407], [-1.208, 4.254, -0.028], [-1.090, 2.961, 0.097], [3.279, 5.156, 0.597], [2.301, 6.456, 1.297], [2.344, 6.249, -0.461], [0.414, 7.265, 0.158], [-1.794, 8.114, -0.470], [-3.663, 6.502, -0.831], [-3.270, 4.074, -0.584], [0.422, -3.735, 3.661], [0.139, -2.384, 3.487], [0.719, -1.682, 2.438], [1.576, -2.318, 1.532], [1.864, -3.674, 1.734], [1.293, -4.379, 2.789], [2.351, -1.469, 0.072], [1.855, -2.166, -1.577], [0.996, -1.483, -2.446], [0.642, -2.032, -3.673], [1.146, -3.272, -4.053], [2.013, -3.957, -3.210], [2.369, -3.401, -1.985], [-0.031, -4.282, 4.480], [-0.530, -1.877, 4.174], [0.507, -0.636, 2.335], [2.545, -4.195, 1.058], [1.533, -5.426, 2.932], [3.821, -1.571, 0.213], [0.598, -0.521, -2.167], [-0.026, -1.490, -4.335], [0.872, -3.699, -5.013], [2.420, -4.916, -3.510], [3.058, -3.947, -1.339], [2.294, 1.068, -0.711], [2.172, 0.333, 0.285], [-1.288, -4.420, -0.111], [-2.247, -3.467, -0.842], [-2.195, -2.073, -0.275], [-1.168, -1.309, -0.319], [-1.348, -0.071, 0.289], [-2.553, 0.089, 0.788], [-2.966, 1.208, 1.432], [-3.538, -1.320, 0.559], [-1.384, -5.438, -0.499], [-1.493, -4.435, 0.965], [-0.256, -4.087, -0.251], [-3.269, -3.838, -0.792], [-1.970, -3.410, -1.896], [-2.449, 2.055, 1.138], [-3.940, 1.304, 1.642]],
  "nbo_charge": [1.073, -0.715, 0.581, -0.622, -0.248, -0.153, -0.303, -0.153, -0.316, 0.409, -0.883, 0.237, 0.231, 0.225, 0.204, 0.210, 0.205, 0.206, -0.205, -0.215, -0.206, -0.417, -0.221, -0.207, 1.483, -0.431, -0.186, -0.214, -0.202, -0.223, -0.214, 0.215, 0.217, 0.214, 0.208, 0.214, -0.173, 0.218, 0.216, 0.214, 0.215, 0.207, -0.352, -0.376, -0.597, -0.446, 0.070, -0.277, -0.442, 0.252, -0.809, 0.329, 0.213, 0.211, 0.223, 0.215, 0.237, 0.457, 0.395]
}

---

Entry 2:
{
  "formula": "H22NO9",
  "method": "ωB97M-V/def2-TZVPD",
  "e_above_lowest_ev": 0.0000,
  "lumo_energy_ev": -2.56,
  "charge": 1,
  "elements": ["N", "H", "H", "H", "H", "H", "H", "O", "H", "H", "O", "H", "H", "O", "H", "H", "O", "H", "H", "O", "H", "H", "O", "H", "H", "O", "H", "H", "O", "H", "H", "O"],
  "xyz": [[1.570, 0.725, 0.179], [2.467, 1.296, 0.235], [1.639, -0.148, 0.747], [0.822, 1.382, 0.506], [1.350, 0.474, -0.779], [-1.017, 0.812, -1.730], [-2.201, 0.605, -0.848], [-1.717, 1.263, -1.333], [0.703, 0.089, -3.189], [0.233, -1.001, -2.171], [0.459, -0.055, -2.237], [4.662, 2.249, 0.773], [3.867, 3.333, 0.089], [3.890, 2.344, 0.253], [-0.999, 2.298, -0.195], [-0.555, 3.726, 0.237], [-0.437, 2.798, 0.439], [0.229, -0.806, 2.164], [1.038, -1.928, 2.838], [0.751, -1.596, 1.997], [-0.339, -2.422, 0.993], [-1.264, -3.696, 0.808], [-1.077, -2.788, 0.454], [-3.504, -0.725, 0.633], [-2.200, -1.462, 0.359], [-2.648, -0.611, 0.351], [-0.919, 1.565, 2.068], [-1.544, 0.307, 1.288], [-0.746, 0.624, 1.786], [-0.392, -2.698, -1.102], [-0.597, -3.083, -2.625], [-0.034, -2.634, -2.004]],
  "nbo_charge": [-0.948, 0.461, 0.441, 0.478, 0.454, 0.488, 0.492, -0.974, 0.506, 0.514, -1.015, 0.492, 0.501, -0.958, 0.509, 0.492, -1.022, 0.518, 0.502, -0.993, 0.517, 0.513, -1.006, 0.495, 0.514, -0.976, 0.524, 0.508, -1.041, 0.502, 0.494, -0.982]
}

---

Number 1: E_tot -60106.0738 eV. Number 2: E_tot -20271.2813 eV.